# 1
38
Properties=species:S:1:pos:R:3:mulliken_charge:R:1 method="wB97M-V/def2-TZVPD" homo_ev=-9.3 homo_lumo_gap_ev=7.69 smiles="CC(=O)N(C)CCCCc1cccc2c1C(=O)NC2=O"
C 3.44051 -2.48663 0.29121 -0.815
C 3.52965 -0.92381 -0.26039 0.405
O 4.43264 -0.63392 -1.20063 -0.564
N 2.58373 0.06885 0.39615 0.049
C 3.20721 0.73258 1.60836 -0.835
C 2.03237 1.07972 -0.58807 -0.624
C 0.74064 1.82738 0.16629 -0.349
C -0.30267 2.51189 -0.89696 -0.636
C -1.87822 2.48089 -0.44624 -0.675
C -2.41171 1.04029 0.12637 0.534
C -3.06315 0.88339 1.65266 -0.565
C -3.58606 -0.57646 2.25153 -0.383
C -3.44506 -1.91622 1.31672 -0.340
C -2.78394 -1.76742 -0.18154 -0.160
C -2.28868 -0.32160 -0.77919 0.371
C -1.73189 -0.59800 -2.29704 0.283
O -1.35815 0.21726 -3.28681 -0.537
N -1.75446 -2.10234 -2.45934 -0.175
C -2.45794 -2.86355 -1.35671 0.292
O -2.68179 -4.18041 -1.40759 -0.550
H 2.45997 -3.01983 -0.09326 0.206
H 4.37581 -3.14221 -0.02205 0.301
H 3.36815 -2.51976 1.48076 0.272
H 3.58462 1.81966 1.38610 0.288
H 2.34731 0.80122 2.42610 0.252
H 4.07116 0.06844 2.08525 0.326
H 1.67846 0.51208 -1.57489 0.358
H 2.89120 1.85037 -0.83071 0.236
H 0.27717 1.01507 0.86955 0.341
H 1.21002 2.65998 0.84322 0.238
H -0.00066 3.66483 -0.96541 0.368
H -0.08013 2.06509 -1.95852 0.316
H -2.59917 2.91633 -1.29190 0.304
H -1.98028 3.25672 0.45544 0.312
H -3.17350 1.79958 2.40792 0.232
H -4.02604 -0.70483 3.32838 0.307
H -3.77133 -3.01341 1.63794 0.321
H -0.85579 -2.50123 -2.83272 0.297



# 2
22
Properties=species:S:1:pos:R:3:mulliken_charge:R:1 method="wB97M-V/def2-TZVPD" homo_ev=-10.7 homo_lumo_gap_ev=9.58
C -3.44328 -0.82676 0.15588 -1.184
C 3.09107 0.70308 1.22776 -0.858
C -2.64091 -0.56991 -1.13893 -0.322
C -1.66006 0.58390 -1.09080 -0.771
N 3.37468 -0.11567 0.04811 -0.272
O 0.41432 1.71109 0.09317 -0.658
O -0.87300 0.05666 1.45368 -0.609
O 5.87288 -0.78657 0.28485 -0.454
O 0.66501 -0.58729 -0.37343 -0.410
S -0.31265 0.46852 0.17910 1.214
S 4.66902 -0.75854 -0.55726 0.452
H -2.82586 -1.23140 0.87774 0.365
H -3.78078 0.08390 0.65568 0.321
H -4.26682 -1.58840 0.02397 0.326
H 3.97553 1.12720 1.73843 0.347
H 2.41595 1.53480 1.07310 0.322
H 2.48045 0.10123 1.86381 0.375
H -3.55777 -0.42966 -1.75471 0.274
H -2.07293 -1.37105 -1.50558 0.292
H -1.08029 0.75539 -2.04145 0.360
H -2.07534 1.58270 -0.85248 0.405
H 1.63079 -0.44323 -0.36064 0.483



# 3
84
Properties=species:S:1:pos:R:3:mulliken_charge:R:1 method="wB97M-V/def2-TZVPD" total_charge=+2 homo_ev="-13.6 / -13.6" homo_lumo_gap_ev="7.03 / 7.02"
W -0.12512 -1.92699 0.16168 1.450
C 1.20553 1.82389 1.70929 -1.224
C 2.24484 1.17292 0.79274 0.535
C 3.63306 1.17483 1.43549 -1.384
P 1.72338 -0.52933 0.42312 1.887
C 2.82044 -1.44942 -0.75657 0.935
C 3.81315 -2.46471 -0.20438 -1.918
C 3.47333 -0.45481 -1.71944 -1.582
C 1.41592 -1.41067 1.99792 -0.103
C 2.39741 -2.12023 2.74642 -1.005
C 2.08968 -2.74953 3.92423 0.377
C 3.14175 -3.41372 4.75929 -1.695
C 0.73866 -2.74446 4.36227 -0.831
C -0.25499 -2.13722 3.65389 -0.517
C 0.07029 -1.43596 2.47098 -0.397
N -0.88091 -0.91397 1.58477 0.264
C -2.00404 -0.08383 1.75139 0.744
C -2.44574 0.42590 2.96163 -0.745
C -3.52602 1.29472 2.94671 -1.117
C -4.15526 1.67559 1.76116 0.296
C -5.30652 2.63859 1.77959 -1.554
C -3.67335 1.16114 0.55866 -0.286
C -2.59833 0.27969 0.54846 -0.047
P -1.84209 -0.47964 -0.90327 -0.411
C -1.40465 0.83166 -2.09529 0.545
C -0.70526 0.18699 -3.29269 -1.591
C -0.55726 1.93583 -1.48471 -1.665
C -3.08801 -1.58403 -1.69142 0.699
C -4.07689 -0.83953 -2.58825 -1.471
C -3.82454 -2.39079 -0.61868 -1.635
H 1.50039 2.85372 1.91079 0.573
H 1.15641 1.30551 2.66946 0.284
H 0.20647 1.83856 1.27458 0.005
H 2.26877 1.69651 -0.16813 0.762
H 3.61473 0.68355 2.41003 0.303
H 3.95225 2.20520 1.59460 0.468
H 4.38807 0.68794 0.81838 0.324
H 2.05831 -1.99434 -1.34190 0.244
H 4.62103 -1.96458 0.33309 0.325
H 4.25940 -3.00697 -1.03879 0.468
H 3.35580 -3.20149 0.45411 0.432
H 4.28409 0.08677 -1.23174 0.351
H 2.77045 0.27560 -2.12451 0.307
H 3.89802 -0.99647 -2.56441 0.482
H 3.42747 -2.10693 2.41874 0.476
H 4.10830 -3.40017 4.25998 0.373
H 2.87410 -4.45067 4.96545 0.391
H 3.24524 -2.90989 5.72131 0.367
H 0.48831 -3.24864 5.28806 0.485
H -1.28330 -2.18294 3.98519 0.722
H -1.96141 0.16418 3.89237 0.608
H -3.88692 1.69583 3.88559 0.452
H -6.02005 2.37870 2.56078 0.406
H -5.83178 2.64764 0.82655 0.381
H -4.95694 3.65264 1.98031 0.327
H -4.14205 1.46814 -0.36887 0.386
H -2.35928 1.26135 -2.41647 0.898
H 0.25622 -0.23922 -2.98939 0.157
H -0.50539 0.93823 -4.05693 0.492
H -1.29324 -0.60621 -3.75622 0.361
H 0.40910 1.55112 -1.15188 0.176
H -1.05031 2.42161 -0.64223 0.274
H -0.36217 2.69348 -2.24464 0.555
H -2.49394 -2.27099 -2.30272 0.426
H -4.66410 -0.11008 -2.02835 0.254
H -4.78042 -1.55863 -3.00907 0.480
H -3.59153 -0.33298 -3.42106 0.390
H -4.51781 -1.75944 -0.06176 0.321
H -3.15507 -2.86096 0.10399 0.297
H -4.40465 -3.17899 -1.09928 0.492
Cl -2.50937 -9.47974 -2.66585 -0.141
C -2.02020 -7.96584 -2.02939 0.476
C -1.45830 -7.02010 -2.88536 -0.962
C -1.06543 -5.80310 -2.37356 -0.182
C -1.23632 -5.53790 -1.00863 0.037
C -1.80111 -6.49761 -0.15849 -0.372
C -2.19533 -7.71397 -0.66956 -0.843
C -0.84332 -4.27194 -0.46080 1.062
O -0.28761 -3.33379 -1.23279 -1.060
O -0.98207 -3.91369 0.73925 -0.751
H -1.33644 -7.25131 -3.93359 0.444
H -0.62548 -5.05595 -3.01940 0.543
H -1.92458 -6.27850 0.89322 0.480
H -2.63329 -8.47072 -0.03512 0.440



# 4
12
Properties=species:S:1:pos:R:3:mulliken_charge:R:1 method="wB97M-V/def2-TZVPD" homo_ev=-9.0 homo_lumo_gap_ev=9.90
C 0.23532 -1.37964 -2.38449 0.000
O -0.54449 -2.13485 -1.85346 -0.427
C -0.53485 -0.15930 0.64828 -0.133
C -0.77165 0.61077 1.71114 -0.442
C 0.48769 1.35234 1.34589 -0.212
O 0.63540 0.44190 0.20956 -0.402
H 0.69386 -1.62138 -3.36301 0.270
H 0.52927 -0.42067 -1.92161 0.160
H -0.94359 -1.00629 0.10485 0.421
H -1.51547 0.67953 2.48918 0.337
H 1.34392 1.25475 2.01912 0.214
H 0.38458 2.38284 0.99453 0.215



# 5
15
Properties=species:S:1:pos:R:3:mulliken_charge:R:1 method="wB97M-V/def2-TZVPD" homo_ev=-10.1 homo_lumo_gap_ev=10.60 smiles="C[C@@H](O)C=O.C=O"
C 1.16354 1.95650 -0.14896 -1.287
C 0.13018 0.96893 0.38315 0.368
O -0.93978 1.63875 0.99123 -0.566
C -0.37287 0.09746 -0.74373 0.048
O -1.55384 -0.02675 -0.99050 -0.567
H 2.01664 1.43023 -0.59314 0.360
H 1.53033 2.57847 0.67113 0.336
H 0.71318 2.61011 -0.90290 0.324
H 0.61567 0.28471 1.09690 0.189
H -1.74434 1.28152 0.57917 0.355
H 0.39878 -0.40778 -1.35560 0.438
C -0.42229 -2.93041 -0.09290 -0.085
O 0.15780 -2.14934 0.62056 -0.401
H -1.15934 -2.59354 -0.84578 0.217
H -0.22763 -4.01445 -0.02493 0.269



# 6
11
Properties=species:S:1:pos:R:3:mulliken_charge:R:1 method="wB97M-V/def2-TZVPD" homo_ev=-9.2 homo_lumo_gap_ev=8.69
C 0.92617 0.15895 -0.45329 0.039
C -0.19676 -0.58404 0.06191 0.077
C -1.41933 -0.29127 -0.66243 0.482
H 2.55506 0.36264 1.13461 0.310
H 2.81646 1.52971 -0.30661 0.338
H 0.68389 0.96118 -1.27125 0.221
H -2.54574 -0.64303 1.55056 0.137
N 2.26841 0.34306 0.00840 -0.612
O -1.57786 0.30809 -1.75788 -0.578
S -3.13405 -0.65380 0.08806 -0.224
Cl -0.37626 -1.49149 1.60792 -0.191



Respective energy relative to the best compared isomer or geometry (same formula, charge and spin) values: 1413.5, 1.4, 34.9, 323.5, 207.1, 353.5 kJ/mol.